[1]
Computed, not measured: a molecular structure, C33H63NO12Si2, with ωB97M-V/def2-TZVPD.

Each line ends with the Löwdin charge.
Geometry (Å):
C  2.932563  0.867579  2.006099  -0.04
C  2.713783  -0.378487  1.194409  -0.28
C  3.778010  -1.203628  0.854791  -0.06
C  3.565885  -2.334457  0.082475  -0.09
C  2.288341  -2.665644  -0.339370  -0.07
C  1.200851  -1.866407  0.002879  -0.31
C  -0.184365  -2.237866  -0.461741  -0.19
Si  -1.565149  -2.208554  0.816261  0.52
C  -2.059573  -3.872334  1.528518  -0.19
C  -0.941403  -4.619789  2.251754  -0.47
C  -1.081187  -4.637840  3.772974  -0.05
O  0.284958  -3.999164  1.858724  -0.08
O  -2.918639  -1.662564  0.015483  -0.40
Si  -3.840059  -0.358679  0.492383  0.53
C  -5.588003  -0.732201  -0.054614  -0.28
C  -6.149733  -1.943827  0.616076  -0.31
N  -7.391571  -2.081965  0.834502  0.08
C  1.437554  -0.730574  0.767181  -0.05
H  3.614466  0.690650  2.831815  0.06
H  1.986716  1.200215  2.430153  0.08
H  3.338318  1.673199  1.396161  0.09
H  4.781953  -0.961661  1.178123  0.10
H  4.394537  -2.972644  -0.192272  0.10
H  2.120860  -3.554078  -0.933300  0.11
H  -0.488908  -1.493531  -1.205947  0.08
H  -0.150248  -3.200964  -0.968550  0.09
H  -1.227177  -1.236091  1.879216  0.03
H  -2.863546  -3.670570  2.240008  0.07
H  -2.501674  -4.478462  0.738241  0.09
H  -0.928516  -5.659347  1.911007  0.13
H  -2.120202  -4.680446  4.086772  0.07
H  -0.563652  -5.503177  4.186697  0.07
H  -0.607091  -3.749078  4.189619  0.09
H  1.026296  -4.436355  2.293325  0.11
H  -3.315575  0.836689  -0.205800  -0.01
H  -3.710456  -0.227704  1.956211  -0.01
H  -6.227431  0.122283  0.161996  0.06
H  -5.601308  -0.886107  -1.136589  0.08
H  -5.434810  -2.718484  0.912616  0.10
H  -7.553514  -2.978079  1.294415  0.05
H  0.614829  -0.082636  1.043068  0.10
O  -10.145325  -6.766726  -3.249551  0.10
C  -10.061950  -5.576534  -3.121459  -0.53
O  -9.345121  -5.088916  -2.088321  0.00
C  -9.044340  -3.694440  -1.938966  -0.24
C  -10.150280  -2.934264  -1.242196  -0.07
C  -10.793163  -4.622384  -4.039245  0.01
H  -8.789534  -3.253736  -2.903714  0.11
H  -8.141094  -3.673364  -1.332801  0.10
H  -11.073612  -2.943338  -1.822778  0.07
H  -9.844122  -1.900994  -1.082637  0.08
H  -10.359547  -3.383655  -0.271765  0.08
H  -11.804155  -4.488310  -3.655195  0.09
H  -10.855402  -5.086715  -5.019466  0.09
H  -10.326322  -3.647153  -4.142292  0.07
O  4.950500  2.270224  3.937334  0.10
C  6.056419  1.997611  4.314618  -0.52
O  6.422361  2.373093  5.558088  0.00
C  7.652376  1.958856  6.162556  -0.24
C  8.808869  2.860489  5.786359  -0.06
C  7.058958  1.316687  3.410843  0.02
H  7.858149  0.912521  5.934194  0.11
H  7.459296  2.018506  7.232225  0.12
H  9.015860  2.825210  4.716845  0.07
H  9.710425  2.557297  6.319218  0.08
H  8.579098  3.892644  6.049391  0.08
H  7.558978  2.082606  2.818343  0.10
H  6.509780  0.666194  2.735254  0.08
H  7.810255  0.727855  3.929368  0.07
O  -5.584551  1.628985  1.932069  0.05
C  -5.686002  2.754553  2.343466  -0.50
O  -5.042428  3.732804  1.681838  0.01
C  -5.215226  5.122461  1.988488  -0.23
C  -4.304250  5.578243  3.107775  -0.06
C  -6.445926  3.069715  3.608454  0.02
H  -6.263157  5.339536  2.197256  0.11
H  -4.962541  5.634069  1.061686  0.12
H  -4.532273  5.070699  4.045044  0.07
H  -4.412236  6.651535  3.265151  0.08
H  -3.265714  5.365940  2.855611  0.08
H  -5.771536  2.928409  4.452947  0.10
H  -7.260060  2.355542  3.694281  0.09
H  -6.855002  4.075061  3.649981  0.07
O  4.524580  1.602970  -2.681547  0.10
C  3.378409  1.448848  -3.011314  -0.50
O  2.986222  1.989399  -4.186536  0.00
C  1.698122  1.736577  -4.760319  -0.24
C  0.636031  2.669296  -4.218521  -0.06
C  2.373037  0.750141  -2.132902  0.03
H  1.423350  0.688808  -4.635796  0.11
H  1.841222  1.904253  -5.826542  0.12
H  0.482322  2.524857  -3.149233  0.07
H  -0.312369  2.493917  -4.727024  0.08
H  0.931373  3.706001  -4.378982  0.08
H  1.962003  1.473130  -1.428528  0.10
H  2.890230  -0.022672  -1.569700  0.07
H  1.555830  0.281149  -2.674729  0.07
O  10.823669  2.701580  -6.479288  0.10
C  9.903027  2.328652  -5.804336  -0.53
O  8.652599  2.470631  -6.283036  0.00
C  7.503426  1.905706  -5.631470  -0.23
C  6.951448  2.788645  -4.536860  -0.06
C  10.111416  1.775430  -4.411714  0.01
H  7.731696  0.902466  -5.269330  0.11
H  6.774010  1.795052  -6.432174  0.12
H  7.670192  2.922095  -3.727214  0.07
H  6.045863  2.348977  -4.116634  0.05
H  6.714658  3.775008  -4.937624  0.09
H  10.148103  2.613124  -3.715767  0.09
H  11.073109  1.270017  -4.395773  0.09
H  9.343835  1.081899  -4.081169  0.07

Force components x, y, z for each atom (eV/Å):
-0.3 -0.3 0.0
0.0 0.0 0.1
0.1 -0.1 -0.1
0.0 -0.1 0.0
-0.1 0.1 0.0
0.0 -0.3 0.0
0.1 0.4 0.0
0.2 -0.3 -0.4
0.1 0.1 0.3
-0.2 -0.3 0.0
0.3 0.1 -0.1
0.1 -0.1 0.0
0.0 0.2 0.4
0.0 0.0 -0.4
0.0 0.1 0.2
-0.1 0.0 0.0
0.1 -0.1 0.0
0.1 0.1 0.0
0.1 0.1 0.0
0.0 0.1 0.0
0.1 0.1 0.0
0.0 0.1 0.0
0.1 0.0 0.0
0.0 -0.1 0.0
-0.1 -0.1 -0.1
-0.1 -0.1 0.0
0.0 0.0 0.1
-0.1 0.0 -0.1
0.0 0.0 -0.1
0.0 0.0 -0.1
-0.1 0.0 0.0
0.0 0.0 0.1
-0.2 0.1 0.0
0.0 0.1 0.0
-0.1 0.1 0.1
0.0 0.0 0.0
-0.1 0.0 -0.1
0.1 -0.1 -0.1
0.1 -0.1 0.0
-0.1 0.0 0.0
-0.1 0.0 0.0
0.0 0.0 0.0
-0.1 0.0 0.1
0.1 0.0 -0.1
0.0 0.1 0.0
-0.1 -0.1 0.0
0.2 0.0 -0.1
0.0 0.0 0.0
0.0 0.0 0.0
0.0 0.0 0.0
0.0 0.0 0.0
0.0 0.0 0.0
0.0 0.0 0.0
-0.1 -0.1 0.0
0.0 0.0 0.1
0.1 0.1 0.1
0.1 0.1 -0.1
-0.1 -0.1 0.0
0.1 0.0 0.0
-0.1 0.1 -0.1
-0.1 -0.2 0.1
0.0 0.0 0.0
0.0 0.0 0.0
0.0 0.0 0.0
0.0 0.0 0.0
0.0 0.0 0.0
0.0 0.0 0.0
0.0 0.1 0.0
0.0 0.1 0.0
0.0 0.0 0.0
0.1 0.0 0.1
-0.1 0.0 -0.1
0.0 0.1 0.0
0.0 -0.1 0.0
-0.2 0.1 -0.1
0.0 0.0 0.0
0.0 0.0 0.0
0.0 0.0 0.0
0.0 0.0 0.0
0.0 0.0 0.0
0.0 0.0 0.0
0.1 -0.1 0.0
0.1 0.0 0.0
-0.1 -0.1 0.1
0.0 0.2 0.1
0.0 -0.1 -0.1
-0.1 0.0 0.0
0.1 0.0 0.1
0.1 -0.3 -0.2
0.0 0.0 0.0
0.0 0.0 0.0
0.0 0.0 0.0
0.0 0.0 0.0
0.0 0.0 0.0
0.0 0.0 0.0
0.1 0.1 0.1
-0.1 0.1 0.0
0.0 0.0 0.0
0.0 0.1 0.1
0.0 -0.1 -0.1
-0.1 0.0 0.1
0.1 0.1 0.0
0.0 -0.2 -0.1
0.0 0.0 0.0
0.0 0.0 0.0
0.0 0.0 0.0
0.1 0.1 0.0
0.0 0.0 0.0
0.0 0.0 0.0
0.0 0.1 0.0
0.0 0.1 0.0

For the LUMO energy, the calculation gives 0.487 eV. The HOMO-LUMO gap comes out at 0.334 Eh. The calculation puts the HOMO energy at -8.60 eV.

---

[2]
Computed, not measured: a molecular structure, C21H32NO7RuS2Si2, with ωB97M-V/def2-TZVPD.

Each line ends with the Löwdin charge.
Geometry (Å):
Ru  -0.165415  0.238605  0.591288  1.16
O  -0.550714  0.228542  4.939697  -0.33
S  0.082209  0.136517  3.642713  0.46
O  0.091840  1.392693  2.882051  -0.37
O  -0.422733  -0.962116  2.816888  -0.37
C  1.817064  -0.173368  3.958383  -0.21
C  2.130091  -0.565576  5.251954  -0.06
C  3.449383  -0.750672  5.640085  -0.08
C  4.467042  -0.532459  4.733136  -0.08
C  4.169005  -0.152851  3.431380  -0.07
C  2.855591  0.035306  3.019149  -0.19
S  2.659459  0.252466  1.226691  0.49
O  4.000497  0.183616  0.712196  -0.31
O  1.963332  1.501034  0.895917  -0.38
O  1.769051  -0.880469  0.859216  -0.42
H  1.315506  -0.708237  5.948051  0.10
H  3.675213  -1.061097  6.653444  0.10
H  5.500694  -0.670830  5.027278  0.10
H  4.952699  -0.010579  2.701658  0.10
C  2.490866  0.422589  -2.158017  -0.17
Si  1.155465  -0.879671  -2.189404  0.45
C  1.097209  -1.318466  -4.040842  -0.20
C  1.526537  -2.567987  -1.477398  -0.18
C  -0.509039  -0.250721  -1.598614  -0.39
C  -1.330514  -1.362370  -1.157619  -0.41
C  -2.172820  -2.218220  -1.878733  -0.02
C  -2.805634  -3.244817  -1.207526  -0.08
C  -2.615812  -3.397452  0.166411  -0.07
C  -1.806842  -2.492449  0.822922  -0.09
N  -1.189513  -1.509792  0.161410  -0.01
Si  -1.353732  1.051728  -2.621426  0.45
C  -3.132442  1.294605  -2.041257  -0.16
C  -0.370194  2.636405  -2.516957  -0.17
C  -1.613116  0.692562  -4.450047  -0.19
H  3.464717  -0.011324  -1.914973  0.03
H  2.302654  1.198294  -1.415890  0.01
H  2.549350  0.888596  -3.145938  0.03
H  2.042137  -1.802061  -4.322242  0.03
H  0.987556  -0.436890  -4.673364  0.00
H  0.282495  -2.013583  -4.280466  0.03
H  2.601316  -2.766500  -1.539253  0.04
H  0.993883  -3.321275  -2.066012  0.03
H  1.242557  -2.667328  -0.432415  0.01
H  -2.291322  -2.076790  -2.946115  0.11
H  -3.442459  -3.935879  -1.747602  0.10
H  -3.097749  -4.193187  0.717414  0.09
H  -1.630591  -2.524462  1.889933  0.10
H  -3.211063  1.305877  -0.956302  0.00
H  -3.771527  0.481728  -2.401478  0.03
H  -3.537385  2.241782  -2.412618  0.04
H  0.099745  2.710575  -1.535538  0.02
H  -1.010445  3.514074  -2.657086  0.03
H  0.417424  2.661787  -3.277240  0.03
H  -2.256346  -0.180338  -4.607876  0.02
H  -0.685068  0.515776  -4.988946  0.00
H  -2.107916  1.556556  -4.909686  0.03
C  -1.508711  3.706467  1.299810  -0.05
O  -1.350298  2.561430  0.456379  -0.19
C  -1.742134  1.304099  0.704905  -0.38
C  -2.789316  1.250934  1.770687  -0.06
H  -1.112906  3.474649  2.287965  0.09
H  -2.551865  4.021601  1.362913  0.08
H  -0.918208  4.485873  0.828675  0.09
H  -3.564111  2.015701  1.657711  0.08
H  -2.272143  1.408081  2.717868  0.07
H  -3.262534  0.269256  1.792726  0.08

Force components x, y, z for each atom (eV/Å):
-2.1 -2.0 -2.5
0.0 0.0 0.1
-0.1 0.3 0.1
-0.1 -0.2 0.3
0.3 0.1 0.3
0.4 0.2 -0.2
0.0 0.1 -0.1
0.0 0.0 0.1
0.1 0.0 0.0
-0.1 0.1 0.0
-0.3 -0.4 0.2
-0.3 0.4 0.1
0.1 -0.3 -0.1
0.0 0.0 0.3
0.2 0.5 0.2
0.0 0.0 0.0
0.0 0.0 0.0
0.0 0.0 0.0
0.0 0.0 0.0
0.2 0.1 0.2
-0.2 -0.1 -0.7
-0.1 -0.1 -0.1
0.1 -0.1 0.3
0.9 0.7 0.3
-0.3 -0.4 -0.4
0.1 0.0 0.0
0.0 0.0 0.1
0.0 0.0 -0.2
0.1 0.1 0.2
-0.3 0.4 0.7
0.0 0.1 0.3
-0.1 0.0 0.1
0.1 0.2 0.0
0.0 -0.1 -0.2
0.0 0.0 -0.1
0.0 0.0 -0.1
0.0 0.0 0.0
-0.1 0.0 0.1
0.1 0.0 0.0
0.1 0.1 0.0
-0.1 0.0 0.0
0.1 0.0 0.0
0.0 0.0 0.0
0.0 0.0 0.0
0.0 0.0 0.0
0.0 0.0 0.0
0.0 0.0 0.0
-0.1 0.0 0.0
0.0 0.1 0.0
0.0 -0.1 0.0
0.0 0.0 0.0
0.0 -0.1 0.0
0.0 0.0 0.0
0.0 0.1 0.0
0.0 0.1 0.0
0.0 -0.1 0.0
-0.4 -0.4 0.1
0.2 0.7 -1.0
2.5 0.8 2.5
-0.9 -0.6 -0.6
0.0 0.0 0.0
0.0 0.0 0.0
0.0 0.0 0.0
0.0 0.0 0.0
0.0 0.0 0.0
0.0 0.0 0.1

For the LUMO energy, the calculation gives 2.757 eV. The HOMO-LUMO gap comes out at 0.274 Eh. The calculation puts the HOMO energy at -4.71 eV. Its total charge is -1.

---

[3]
Computed, not measured: a molecular structure, C36H29AsClN5OOsS2, with ωB97M-V/def2-TZVPD.

Each line ends with the Löwdin charge.
Geometry (Å):
Os  -0.174578  -0.673211  -0.417487  1.17
N  -3.582851  -0.444816  -3.168692  0.11
C  -2.719862  -0.622341  -2.151102  -0.82
S  -1.060083  -0.075008  -2.454150  0.62
N  -3.105934  -1.183969  -1.062227  0.01
N  -2.104852  -1.346962  -0.109709  -0.20
C  -2.515644  -1.947034  0.968765  -0.03
C  -1.752294  -2.259743  2.132667  -0.14
C  -2.364422  -3.040585  3.132349  -0.01
C  -1.693784  -3.358640  4.287614  -0.04
C  -0.393913  -2.879859  4.478676  -0.02
C  0.225695  -2.097247  3.525892  0.02
C  -0.446168  -1.792371  2.346511  -0.31
O  0.159380  -1.006239  1.446150  -0.32
H  -3.335002  0.131869  -3.952641  0.10
H  -4.559053  -0.634983  -3.006710  0.12
H  -3.563185  -2.233954  0.957491  0.15
H  -3.376676  -3.391242  2.973574  0.13
H  -2.169225  -3.965166  5.044678  0.12
H  0.136847  -3.118465  5.390887  0.12
H  1.224646  -1.709283  3.673156  0.13
Cl  5.278083  -0.505129  1.378631  0.76
C  4.250159  -0.457356  0.004372  -0.64
C  4.764266  -0.310608  -1.276133  -0.04
C  3.876141  -0.266464  -2.340082  -0.02
C  2.520595  -0.366987  -2.092161  -0.15
N  2.039149  -0.504119  -0.852778  -0.18
C  2.881454  -0.554455  0.182809  -0.19
H  5.832087  -0.232741  -1.429647  0.13
H  4.231917  -0.153468  -3.354198  0.13
H  1.799651  -0.338964  -2.898558  0.09
H  2.452046  -0.664419  1.169334  0.10
C  1.097004  5.025216  -3.294667  -0.06
C  2.121799  4.210095  -2.831539  -0.06
C  1.871237  3.289290  -1.826592  -0.11
C  0.593067  3.198741  -1.281810  -0.37
C  -0.435488  4.012027  -1.740344  -0.09
C  -0.175774  4.927557  -2.751268  -0.06
As  0.283642  1.891963  0.087283  1.29
C  1.292380  2.304119  1.661681  -0.29
C  2.666535  2.368669  1.824036  -0.09
C  3.178091  2.666095  3.079874  -0.06
C  2.316729  2.886105  4.147912  -0.04
C  0.941320  2.826088  3.978227  0.00
C  0.411455  2.536709  2.726347  -0.19
C  -1.030532  2.476014  2.391775  -0.18
C  -2.081120  2.642539  3.286538  0.00
C  -3.391278  2.560637  2.836781  -0.04
C  -3.675188  2.303441  1.500240  -0.06
C  -2.639051  2.122221  0.594805  -0.10
C  -1.330993  2.229556  1.044847  -0.32
H  1.294356  5.745779  -4.076818  0.12
H  3.116357  4.298740  -3.248091  0.11
H  2.674623  2.657920  -1.460269  0.09
H  -1.423576  3.954858  -1.300814  0.10
H  -0.966955  5.574408  -3.105988  0.12
H  3.338290  2.210234  0.988807  0.09
H  4.248013  2.732994  3.223965  0.11
H  2.722348  3.118909  5.123310  0.12
H  0.288645  3.018301  4.819639  0.12
H  -1.886201  2.839710  4.332374  0.12
H  -4.202788  2.700513  3.538346  0.12
H  -4.702318  2.246669  1.165801  0.11
H  -2.854616  1.910969  -0.446334  0.09
S  0.730361  -3.239639  -0.807643  0.68
C  -0.047392  -4.044947  -2.109208  -0.68
N  0.701761  -4.932910  -2.811329  0.06
C  0.246501  -5.692395  -3.831750  -0.03
C  -1.050659  -5.578804  -4.236002  -0.02
C  -1.872585  -4.672482  -3.552259  -0.01
C  -1.385897  -3.923053  -2.507298  -0.07
H  1.667372  -5.030566  -2.521182  0.15
H  0.960324  -6.367094  -4.280849  0.14
H  -1.421544  -6.180537  -5.051079  0.12
H  -2.910666  -4.570897  -3.841173  0.13
H  -2.032174  -3.249802  -1.965545  0.08

Force components x, y, z for each atom (eV/Å):
0.0 -0.7 -0.1
0.0 0.0 0.0
0.1 0.1 -0.2
-0.1 -0.1 0.0
0.0 -0.1 0.2
0.1 0.3 -0.1
0.0 0.0 0.1
-0.1 0.0 0.0
0.0 0.0 0.0
0.0 0.0 0.0
0.0 0.0 0.0
0.0 0.0 -0.1
0.1 0.0 0.1
-0.1 -0.1 -0.1
0.0 0.0 0.0
0.0 0.0 0.0
0.0 0.0 0.0
0.0 0.0 0.0
0.0 0.0 0.0
0.0 0.0 0.0
0.0 0.0 0.0
0.0 0.0 0.0
0.0 0.0 -0.1
0.0 0.0 0.0
0.0 0.0 0.1
0.0 0.0 -0.1
-0.2 0.0 0.1
0.1 0.0 0.0
0.0 0.0 0.0
0.0 0.0 0.0
0.0 0.0 0.0
0.0 0.0 0.0
0.0 0.0 0.0
0.0 0.0 0.0
0.0 0.0 0.0
0.0 0.0 0.0
0.0 0.0 0.0
0.0 0.0 0.0
0.1 0.4 0.0
-0.1 0.1 0.0
0.0 0.0 0.0
0.0 0.0 0.0
0.0 0.0 0.0
0.0 0.0 0.0
0.0 0.0 0.0
0.0 0.0 0.0
0.0 0.0 0.0
0.0 0.0 0.0
0.0 0.0 0.0
0.0 0.0 0.0
0.0 0.0 0.1
0.0 0.0 0.0
0.0 0.0 0.0
0.0 0.0 0.0
0.0 0.0 0.0
0.0 0.0 0.0
0.0 0.0 0.0
0.0 0.0 0.0
0.0 0.0 0.0
0.0 0.0 0.0
0.0 0.0 0.0
0.0 0.0 0.0
0.0 0.0 0.0
0.0 0.0 0.0
0.0 -0.1 0.0
0.0 0.0 0.0
0.0 0.0 0.0
-0.1 0.0 0.0
0.0 0.0 0.0
0.0 0.0 0.0
0.0 0.0 0.0
0.0 0.0 0.0
0.0 0.0 0.0
0.0 0.0 0.0
0.0 0.0 0.0
0.0 0.0 0.0

For the LUMO energy (spin up / spin down), the calculation gives -5.343 / -7.504 eV. The HOMO-LUMO gap (spin up / spin down) comes out at 0.244 / 0.207 Eh. The calculation puts the HOMO energy (spin up / spin down) at -11.99 / -13.15 eV. Its spin multiplicity is 5. Its total charge is +2.

---

Number 1: E -77060.8899 eV. Number 2: E -78129.2527 eV. Number 3: E -144785.8782 eV.